1.
Here is a molecular structure, C18H20AlB2Br10O16 at a distorted geometry from the OMol25 dataset. Energies are from wB97M-V/def2-TZVPD.

Computed properties:
- total energy (eV) = -760129.9716
- maximum force (eV Å⁻¹) = 6.62
- LUMO level (spin up / spin down) (eV) = -1.988 / -6.185
- spin multiplicity = 2
- E_HOMO (spin up / spin down) (eV) = -9.906 / -9.903

Geometry (Å):
Br -9.959 15.031 -1.046
Br -6.163 7.794 10.208
Br -12.603 8.407 4.255
Br -9.337 4.378 1.700
Br -11.882 8.480 0.563
Br -6.160 9.950 7.439
Br -12.818 13.164 1.158
Br -7.448 6.734 3.419
Br -12.010 11.661 5.440
Br -8.583 15.023 3.512
Al -4.132 12.468 5.053
O -3.264 7.915 -0.068
O -6.335 10.811 4.109
O -3.894 9.099 1.996
O -2.019 7.004 4.112
O -6.462 6.937 -0.950
O -5.210 7.175 1.026
O -3.375 9.687 4.171
O -9.028 9.967 4.768
O -8.331 8.890 -1.835
O -3.075 6.895 2.124
O -4.223 8.030 -2.165
O -9.384 9.976 2.500
O -8.791 11.894 -1.733
O -8.358 9.141 0.357
O -8.660 11.408 0.524
O -7.149 10.406 2.003
C -8.606 11.125 -0.776
C -12.220 10.191 6.635
C -7.496 8.474 7.629
C -7.297 10.581 3.274
C -13.284 9.222 6.003
C -10.095 6.139 2.262
C -12.525 10.222 1.372
C -3.321 8.907 3.211
C -8.433 9.618 -0.846
C -12.444 11.395 0.335
C -8.689 10.166 3.628
C -2.696 7.500 3.192
C -9.494 15.583 1.811
C -4.259 7.689 -0.975
C -7.836 8.206 9.113
C -9.294 14.504 0.735
C -5.473 7.220 -0.270
C -9.478 6.605 3.598
B -3.850 7.794 1.229
B -8.457 10.229 1.379
H -11.162 5.969 2.402
H -9.909 6.860 1.466
H -8.299 9.069 9.592
H -9.188 16.581 1.497
H -9.625 5.945 4.453
H -7.223 7.530 7.158
H -9.816 13.569 0.938
H -8.625 7.471 9.273
H -13.581 10.154 1.636
H -13.567 8.423 6.689
H -10.546 15.602 2.096
H -11.250 9.694 6.661
H -12.470 10.564 7.628
H -8.239 14.257 0.623
H -13.154 11.178 -0.463
H -9.808 7.605 3.879
H -12.035 10.477 2.312
H -11.443 11.616 -0.035
H -14.226 9.720 5.774
H -8.442 8.688 7.132

2.
Here is 2 unconnected molecules or ions with the total composition C18H20Cl2O2S at a distorted geometry from the OMol25 dataset. Energies are from wB97M-V/def2-TZVPD.

Computed properties:
- total energy (eV) = -58961.0124
- maximum force (eV Å⁻¹) = 2.03
- LUMO level (eV) = -2.342
- spin multiplicity = 1
- E_HOMO (eV) = -6.105

Geometry (Å):
Cl -3.669 0.675 8.468
Cl -0.395 -0.127 0.370
S -2.644 0.324 2.217
O -3.321 -0.912 1.877
O -3.169 1.590 1.745
C 1.675 2.473 -2.893
C 3.427 0.720 -2.904
C -2.762 1.653 4.692
C -0.957 0.209 1.877
C -0.256 0.350 -2.481
C 2.083 1.036 -2.814
C 2.925 -1.621 -2.888
C -3.010 1.737 6.071
C 1.562 -1.366 -2.803
C 1.087 -0.006 -2.693
C -3.430 -0.655 6.130
C 0.629 -2.529 -2.848
C -3.347 0.580 6.786
C -2.853 0.424 4.039
C -1.495 -0.416 -2.701
C 5.347 -0.898 -2.911
C -3.174 -0.729 4.754
C 3.882 -0.601 -2.891
H 5.835 -0.471 -3.795
H -0.011 -2.585 -1.959
H 1.135 2.683 -3.827
H -2.517 2.554 4.133
H -0.462 1.393 -2.232
H 1.213 -3.457 -2.892
H 5.521 -1.977 -2.918
H -1.503 -1.021 -3.616
H 1.036 2.766 -2.053
H 4.158 1.527 -2.969
H -2.959 2.695 6.582
H -2.320 0.307 -2.798
H 5.855 -0.475 -2.036
H -1.743 -1.065 -1.847
H -3.706 -1.550 6.683
H 3.272 -2.656 -2.935
H -0.247 0.494 2.646
H 2.566 3.109 -2.868
H -3.250 -1.688 4.246
H -0.007 -2.495 -3.744

3.
Here is a single C18H20ClFN4O2 molecule from the OMol25 dataset. Energies are from wB97M-V/def2-TZVPD.

Computed properties:
- total energy (eV) = -44284.6317
- maximum force (eV Å⁻¹) = 0.33
- SMILES = COc1cc/c(=N\C(=O)CC2CN(Cc3ccc(F)c(C)c3Cl)C2)[nH]n1
- LUMO level (eV) = -0.137
- spin multiplicity = 1
- E_HOMO (eV) = -8.402

Geometry (Å):
Cl 3.483 0.825 3.133
F 6.967 4.144 1.673
O -7.090 -3.933 -1.925
O -1.936 -0.196 -1.956
N -3.676 -3.864 -1.215
N -4.916 -4.364 -1.368
N -1.977 -2.387 -1.167
N 1.339 1.981 0.087
C -5.551 -2.145 -1.982
C -7.351 -5.313 -1.685
C -4.297 -1.681 -1.821
C -3.248 -2.594 -1.404
C -0.024 -1.032 -0.802
C 5.310 2.617 2.338
C 3.964 2.253 2.260
C -0.023 1.517 -0.222
C 3.024 2.970 1.526
C -1.414 -1.143 -1.386
C 4.791 4.497 0.885
C 3.470 4.095 0.839
C 1.579 2.569 1.383
C 6.313 1.834 3.134
C 5.676 3.749 1.632
C -5.823 -3.530 -1.742
C 0.590 0.333 -0.993
C 1.885 0.646 -0.212
H 0.960 3.468 1.451
H -0.089 -1.286 0.261
H -8.409 -5.450 -1.885
H -4.041 -0.651 -1.997
H -6.361 -1.498 -2.289
H 0.686 0.567 -2.051
H 5.139 5.372 0.355
H 7.295 2.293 3.075
H -2.980 -4.533 -0.916
H 1.276 1.905 2.208
H -7.123 -5.576 -0.652
H -0.566 1.166 0.670
H 0.590 -1.815 -1.256
H -0.647 2.226 -0.766
H 6.382 0.810 2.765
H 2.758 4.657 0.248
H 2.838 0.646 -0.744
H 6.014 1.780 4.181
H 1.970 0.010 0.681
H -6.756 -5.940 -2.350

4.
Here is a single C18H20ClNO2S molecule from the OMol25 dataset. Energies are from wB97M-V/def2-TZVPD.

Computed properties:
- total energy (eV) = -47934.0280
- maximum force (eV Å⁻¹) = 0.73
- SMILES = COc1ccccc1CNC(=O)CCSCc1cccc(Cl)c1
- LUMO level (eV) = 0.492
- spin multiplicity = 1
- E_HOMO (eV) = -8.482

Geometry (Å):
Cl -3.195 -3.273 0.549
S -1.940 2.793 0.789
O -0.739 -1.334 -1.446
O 3.434 1.039 -0.648
N 1.039 0.027 -1.752
C -3.174 1.776 1.697
C -3.718 -1.660 0.250
C 2.676 -2.403 0.195
C 4.173 2.134 -0.164
C -3.283 -0.642 1.083
C -0.782 1.497 0.232
C -0.258 -0.221 -1.475
C -4.982 -0.094 -1.034
C -4.553 0.930 -0.211
C 3.315 -2.562 1.414
C 2.032 -1.025 -1.814
C -3.696 0.664 0.853
C 4.080 -0.288 1.294
C 2.734 -1.203 -0.490
C -4.564 -1.396 -0.814
C -1.070 1.036 -1.194
C 3.439 -0.128 0.073
C 4.017 -1.503 1.957
H -4.867 1.948 -0.395
H 2.758 -0.767 -2.591
H 4.629 0.525 1.741
H -2.627 -0.873 1.909
H -0.866 0.667 0.931
H 4.520 -1.612 2.906
H -0.821 1.828 -1.902
H 3.788 2.485 0.799
H 1.405 0.960 -1.642
H -5.643 0.121 -1.861
H -3.955 2.487 1.964
H 1.511 -1.944 -2.087
H 0.216 1.929 0.312
H -2.126 0.787 -1.297
H -2.689 1.408 2.601
H 4.053 2.922 -0.906
H -4.886 -2.197 -1.460
H 2.119 -3.222 -0.235
H 3.262 -3.506 1.934
H 5.235 1.891 -0.065

5.
Here is a single C18H20FN3O2S molecule from the OMol25 dataset. Energies are from wB97M-V/def2-TZVPD.

Computed properties:
- total energy (eV) = -41108.7351
- maximum force (eV Å⁻¹) = 0.86
- SMILES = O=C(NNC(=O)C1CCN(Cc2cccc(F)c2)CC1)c1cccs1
- LUMO level (eV) = 0.239
- spin multiplicity = 1
- E_HOMO (eV) = -8.652

Geometry (Å):
S 2.751 2.507 5.449
F -2.167 -5.269 -4.460
O 1.782 1.068 3.023
O -0.689 3.660 0.000
N -0.279 -1.003 -2.603
N 0.182 1.919 1.097
N 0.460 2.692 2.221
C -1.423 0.359 -0.845
C 0.826 1.049 -1.707
C 0.340 -2.059 -1.822
C 0.584 0.118 -2.904
C -1.679 -4.895 -3.256
C 2.629 3.978 6.314
C -0.524 1.553 -1.184
C 1.791 4.870 5.716
C 1.230 4.368 4.529
C -0.354 2.490 -0.004
C -1.552 -0.551 -2.076
C -0.693 -4.132 -0.817
C -0.958 -3.723 -3.164
C 1.337 2.202 3.135
C 1.653 3.094 4.246
C -1.919 -5.703 -2.159
C -1.415 -5.308 -0.933
C -0.457 -3.333 -1.928
H 3.184 4.105 7.222
H 1.536 -0.264 -3.281
H 0.621 1.007 1.154
H -2.486 -6.613 -2.273
H 0.544 4.928 3.921
H -2.155 -1.428 -1.831
H 0.106 0.688 -3.707
H -2.412 0.707 -0.545
H -1.590 -5.920 -0.061
H -0.309 -3.834 0.148
H -1.002 -0.209 -0.013
H 0.161 3.652 2.120
H -1.006 2.140 -1.974
H 0.475 -1.804 -0.758
H 1.334 -2.239 -2.245
H -0.792 -3.109 -4.034
H 1.361 0.504 -0.926
H 1.583 5.850 6.107
H -2.058 -0.001 -2.875
H 1.447 1.891 -2.017

6.
Here is a molecular structure, C18H20N2O2S3Sc at a distorted geometry from the OMol25 dataset. Energies are from wB97M-V/def2-TZVPD.

Computed properties:
- total energy (eV) = -79268.7347
- maximum force (eV Å⁻¹) = 2.28
- LUMO level (eV) = -3.218
- spin multiplicity = 1
- charge = +1
- E_HOMO (eV) = -10.777

Geometry (Å):
Sc 0.299 0.814 -2.104
S 0.466 4.134 -1.161
S -3.657 -0.546 0.066
S -2.127 0.440 -2.182
O 0.396 2.757 -1.827
O 1.981 0.118 -2.192
N 0.178 0.163 -0.168
N -1.059 -0.240 0.286
C 1.037 -0.609 1.974
C -2.021 -3.464 0.996
C -1.052 4.941 -1.683
C 3.539 0.693 1.078
C 1.635 5.045 -2.177
C -4.333 -3.706 1.586
C 4.215 0.579 -1.601
C 4.837 0.932 0.693
C -3.333 -1.411 1.661
C 1.201 0.006 0.621
C 5.179 0.850 -0.656
C 2.881 0.369 -1.234
C -2.076 -0.127 -0.512
C -3.215 -2.893 1.431
C -4.264 -5.062 1.303
C -1.952 -4.818 0.711
C -3.076 -5.619 0.857
C 2.534 0.385 0.145
H -1.143 -2.842 0.877
H 1.706 6.058 -1.780
H 2.599 4.549 -2.086
H -2.437 -0.960 2.074
H 0.653 0.131 2.681
H -3.024 -6.676 0.630
H -1.051 5.951 -1.272
H 4.456 0.520 -2.655
H -1.121 4.962 -2.769
H -4.194 -1.175 2.282
H -5.143 -5.681 1.427
H 0.302 -1.409 1.918
H 5.590 1.168 1.431
H -5.264 -3.271 1.930
H 1.976 -1.004 2.347
H -1.884 4.376 -1.264
H 3.272 0.761 2.124
H 6.204 1.004 -0.968
H -1.019 -5.251 0.373
H 1.308 5.056 -3.215

7.
Here is a molecular structure, C18H20N2O3S at a distorted geometry from the OMol25 dataset. Energies are from wB97M-V/def2-TZVPD.

Computed properties:
- total energy (eV) = -38946.1392
- maximum force (eV Å⁻¹) = 1.57
- LUMO level (eV) = -1.586
- spin multiplicity = 1
- E_HOMO (eV) = -8.887

Geometry (Å):
S -6.121 -1.221 -0.109
O 2.025 1.508 -2.644
O 1.257 -1.202 2.155
O 5.243 -1.917 -5.084
N -5.463 -1.562 1.328
N -5.225 0.038 -0.638
C -2.507 1.330 1.550
C -1.400 2.388 1.536
C 5.010 -0.222 -3.468
C -3.330 1.241 0.466
C -0.024 1.687 1.817
C 0.070 -0.305 0.120
C 0.574 -1.709 3.298
C 3.067 -1.048 -4.872
C 4.506 -1.133 -4.525
C 0.636 1.069 0.565
C -3.646 -0.565 2.647
C -4.367 0.255 0.368
C -4.480 -0.649 1.488
C -2.685 0.399 2.658
C 2.259 -0.186 -4.260
C 4.201 0.639 -2.856
C 0.585 -1.535 0.949
C 2.763 0.725 -3.203
H -1.028 -0.355 0.079
H 0.179 -2.728 3.148
H 1.236 -1.642 4.171
H -0.285 -2.199 1.119
H -0.080 0.983 2.661
H -1.364 2.849 0.537
H 4.551 1.312 -2.083
H 0.621 1.729 -0.318
H -0.293 -1.042 3.491
H 2.717 -1.720 -5.645
H 1.260 -2.123 0.296
H 1.206 -0.108 -4.500
H 6.062 -0.300 -3.228
H 0.418 -0.465 -0.919
H 0.653 2.496 2.160
H -3.741 -1.239 3.501
H -1.999 0.510 3.502
H -1.571 3.160 2.306
H 1.704 0.911 0.802
H -3.194 1.946 -0.364

8.
Here is a molecular structure, C18H20N2O4 at a distorted geometry from the OMol25 dataset. Energies are from wB97M-V/def2-TZVPD.

Computed properties:
- total energy (eV) = -30149.6026
- maximum force (eV Å⁻¹) = 7.70
- LUMO level (eV) = -0.255
- spin multiplicity = 1
- E_HOMO (eV) = -8.310

Geometry (Å):
O 1.045 -0.879 -2.027
O -6.500 1.804 -0.530
O -0.039 -0.252 2.435
O -1.653 -2.085 2.317
N 0.678 -1.803 0.057
N 3.860 -0.803 -2.062
C 2.905 2.361 1.375
C -0.479 -0.993 0.228
C -1.674 -1.145 -0.666
C -5.237 1.179 -0.382
C -3.017 -0.336 -0.458
C -0.823 -1.115 1.850
C -4.238 1.411 -1.371
C 2.633 0.978 1.145
C 3.057 -1.688 -1.032
C 3.560 0.236 0.352
C 4.780 2.405 -0.157
C 4.501 0.935 -0.347
C -3.834 -0.580 0.599
C -4.929 0.280 0.631
C 3.609 -1.237 0.188
C -3.238 0.524 -1.514
C 1.526 -1.461 -0.988
C 3.853 3.130 0.796
H -2.510 -2.359 1.485
H 3.757 4.148 1.053
H 1.852 0.670 1.876
H 2.132 3.008 1.929
H -6.769 2.351 -1.336
H -0.369 0.174 0.169
H 3.305 -1.820 1.257
H 4.621 -1.464 0.191
H -1.446 -0.769 -1.794
H 3.561 -2.754 -0.980
H 5.707 2.803 -0.834
H 3.824 -1.483 -3.056
H -2.620 0.701 -2.392
H -2.083 -2.160 -0.460
H 1.109 -2.292 0.752
H 2.509 0.115 -2.212
H 5.005 0.358 -1.266
H -4.349 2.104 -2.164
H -3.711 -1.254 1.452
H -5.859 0.163 1.312